Molecular formula: C42H102N2O10
Method: DFT, the ωB97M-V functional and the def2-TZVPD basis

HOMO level (spin up / spin down)   -9.65 / -9.65 eV
Total charge   +1
Energy above the lowest of the compared OMol25 structures with the same formula, charge and spin   0.0 kJ/mol
Expectation value of S²   0.75
Spin multiplicity   2
E_LUMO (spin up / spin down)   -2.5 / -6.7 eV
Gap between HOMO and LUMO (spin up / spin down)   7.166 / 2.918 eV

Last column: Löwdin charge in e.
Geometry (Å):
C  2.192  -5.457  3.505  0.021
C  1.789  -5.921  2.068  -0.429
C  1.156  -4.765  1.192  -0.106
C  2.161  -3.791  0.651  -0.156
C  3.320  -4.581  0.003  -0.142
C  4.095  -5.664  0.789  -0.403
N  3.027  -6.488  1.357  0.109
O  3.497  -7.736  1.814  0.100
C  4.929  -6.501  -0.249  -0.007
C  5.096  -4.886  1.770  0.027
C  0.768  -7.000  2.239  -0.034
H  2.471  -6.340  4.078  0.098
H  1.355  -5.023  4.052  0.106
H  2.943  -4.673  3.410  0.073
H  0.616  -5.350  0.447  0.123
H  0.489  -4.217  1.858  0.135
H  2.594  -3.343  1.546  0.106
H  1.757  -3.071  -0.060  0.119
H  4.065  -3.941  -0.468  0.105
H  2.801  -4.915  -0.896  0.121
H  5.574  -5.897  -0.886  0.099
H  5.580  -7.250  0.202  0.089
H  4.342  -7.019  -1.007  0.092
H  6.029  -4.498  1.361  0.093
H  4.698  -3.995  2.255  0.077
H  5.385  -5.668  2.472  0.092
H  1.233  -7.825  2.778  0.094
H  0.396  -7.324  1.267  0.098
H  -0.103  -6.595  2.754  0.115
H  3.219  -8.295  1.086  0.145
C  -1.905  4.503  -3.732  -0.024
C  -2.559  4.591  -2.296  -0.460
C  -1.473  4.576  -1.219  -0.126
C  -2.084  4.989  0.167  -0.179
C  -2.874  6.272  0.117  -0.137
C  -3.967  6.309  -1.008  -0.449
N  -3.296  5.907  -2.296  -0.141
O  -4.126  6.000  -3.357  -0.017
C  -5.219  5.497  -0.556  -0.024
C  -4.328  7.808  -1.172  -0.048
C  -3.468  3.344  -2.094  -0.032
H  -1.533  5.425  -4.180  0.083
H  -2.733  4.320  -4.416  0.066
H  -1.237  3.642  -3.737  0.078
H  -1.090  3.566  -1.078  0.095
H  -0.643  5.226  -1.497  0.117
H  -1.304  5.101  0.920  0.102
H  -2.669  4.188  0.620  0.091
H  -2.212  7.137  0.094  0.119
H  -3.403  6.242  1.070  0.113
H  -5.801  6.013  0.207  0.082
H  -5.835  5.221  -1.412  0.086
H  -4.952  4.571  -0.047  0.044
H  -3.524  8.529  -1.320  0.080
H  -5.025  7.993  -1.990  0.077
H  -4.741  8.163  -0.228  0.081
H  -2.832  2.460  -2.138  0.066
H  -4.203  3.234  -2.891  0.090
H  -3.903  3.217  -1.102  0.055
H  -3.803  6.834  -3.707  0.115
C  -5.785  -2.015  0.917  -0.079
C  -5.418  -1.437  -0.347  -0.517
C  -4.886  -0.029  -0.140  -0.051
O  -4.435  -2.269  -0.971  -0.050
H  -6.153  -3.037  0.826  0.093
H  -6.504  -1.303  1.322  0.091
H  -4.974  -2.043  1.646  0.084
H  -6.286  -1.436  -1.007  0.146
H  -5.688  0.646  0.159  0.078
H  -4.504  0.470  -1.031  0.070
H  -4.134  0.060  0.644  0.058
H  -4.388  -1.910  -1.860  0.044
C  5.993  -0.524  1.325  -0.047
C  5.779  -1.240  0.009  -0.478
C  4.460  -0.898  -0.715  -0.035
O  6.815  -0.740  -0.830  -0.061
H  5.159  -0.737  1.994  0.074
H  6.103  0.538  1.105  0.088
H  6.854  -0.894  1.881  0.085
H  5.976  -2.310  0.076  0.115
H  3.576  -1.014  -0.087  0.059
H  4.405  -1.545  -1.590  0.057
H  4.377  0.169  -0.920  0.082
H  6.843  0.200  -0.639  0.078
C  -1.541  -2.514  -3.694  -0.055
C  -2.354  -1.259  -3.855  -0.493
C  -2.124  -0.619  -5.227  -0.045
O  -3.720  -1.579  -3.927  -0.068
H  -1.177  -2.908  -4.643  0.081
H  -2.077  -3.259  -3.106  0.088
H  -0.624  -2.216  -3.186  0.062
H  -2.213  -0.729  -2.913  0.123
H  -2.462  -1.257  -6.043  0.089
H  -1.112  -0.232  -5.342  0.076
H  -2.734  0.284  -5.270  0.079
H  -3.801  -2.319  -4.534  0.098
C  -4.055  0.747  4.266  -0.021
C  -3.784  2.006  3.313  -0.435
C  -5.005  2.855  2.977  -0.039
O  -2.736  2.733  3.972  -0.090
H  -3.233  0.085  4.541  0.062
H  -4.812  0.150  3.759  0.066
H  -4.327  1.124  5.251  0.076
H  -3.279  1.739  2.385  0.115
H  -5.548  3.012  3.909  0.081
H  -5.730  2.322  2.361  0.077
H  -4.763  3.827  2.547  0.073
H  -3.040  3.265  4.711  0.100
C  1.432  -0.253  4.360  -0.034
C  0.215  0.688  4.604  -0.489
C  0.536  1.998  5.271  -0.034
O  -0.463  0.951  3.414  -0.066
H  1.194  -1.260  4.015  0.067
H  1.869  -0.291  5.357  0.080
H  2.173  0.156  3.673  0.064
H  -0.501  0.122  5.200  0.129
H  1.437  2.453  4.861  0.076
H  0.788  1.807  6.315  0.086
H  -0.329  2.650  5.148  0.076
H  -1.194  1.554  3.567  0.044
C  0.844  0.220  -1.222  -0.026
C  0.184  0.270  0.155  -0.473
C  -1.201  -0.359  0.167  -0.057
O  0.873  -0.487  1.137  -0.077
H  1.250  -0.749  -1.515  0.061
H  1.624  0.980  -1.269  0.069
H  0.137  0.448  -2.020  0.073
H  0.036  1.290  0.510  0.122
H  -1.920  0.097  -0.514  0.057
H  -1.818  -0.403  1.065  0.072
H  -1.078  -1.382  -0.188  0.084
H  0.341  -0.352  1.925  0.036
C  3.256  -1.453  -5.640  -0.061
C  4.067  -2.221  -4.674  -0.569
C  3.219  -3.111  -3.757  -0.050
O  4.964  -2.940  -5.402  -0.007
H  2.787  -2.177  -6.307  0.086
H  3.830  -0.818  -6.314  0.093
H  2.367  -0.984  -5.219  0.079
H  4.564  -1.450  -4.085  0.132
H  2.713  -3.924  -4.278  0.085
H  2.420  -2.544  -3.281  0.063
H  3.892  -3.574  -3.035  0.055
H  5.713  -3.182  -4.852  0.103
C  2.781  2.699  1.958  -0.046
C  3.167  3.488  0.673  -0.469
C  1.965  4.198  0.010  -0.059
O  4.153  4.430  1.017  -0.039
H  1.984  3.209  2.498  0.067
H  3.502  2.658  2.774  0.076
H  2.329  1.721  1.792  0.051
H  3.424  2.840  -0.166  0.118
H  1.654  5.126  0.489  0.080
H  1.059  3.594  -0.035  0.052
H  2.303  4.448  -0.996  0.083
H  3.786  5.014  1.685  0.092